A cluster of 7 separate species, C6H24O7 in total. Source: the Open Molecules 2025 dataset; level of theory: ωB97M-V with the def2-TZVPD basis set.

Structure (ORCA input):
```
! wB97M-V def2-TZVPD RIJCOSX def2/J DEFGRID3
* xyz 0 1
C 3.300 -0.166 0.335
C 2.766 -1.181 0.990
C 1.928 -1.053 2.242
C 0.905 0.082 2.229
C -0.174 -0.083 1.157
C -1.318 -1.005 1.573
O -2.477 -0.284 2.030
H 3.170 0.864 0.624
H 3.894 -0.306 -0.551
H 2.923 -2.195 0.654
H 2.579 -0.931 3.113
H 1.410 -1.989 2.440
H 1.413 1.029 2.068
H 0.455 0.188 3.225
H 0.284 -0.428 0.235
H -0.581 0.883 0.879
H -0.990 -1.691 2.359
H -1.694 -1.579 0.723
H -2.253 0.241 2.805
O -1.481 2.989 -0.713
H -0.670 2.835 -1.261
H -1.202 3.596 -0.021
O 0.331 0.070 -3.256
H 0.865 -0.612 -2.824
H -0.568 -0.136 -2.937
O -1.929 -1.018 -2.002
H -2.605 -1.440 -2.538
H -2.379 -0.357 -1.404
O 0.725 2.526 -2.227
H 0.747 3.092 -3.008
H 0.673 1.612 -2.604
O 0.511 -2.316 -1.462
H 0.733 -2.134 -0.544
H -0.413 -2.028 -1.570
O -3.149 0.789 -0.543
H -3.119 0.527 0.383
H -2.610 1.609 -0.601
*
```

Properties
Relative energy (zero: lowest compared OMol25 entry of this formula, charge and spin) = 0.0 kcal per mole
LUMO energy = 0.019 Eh
Largest force on an atom = 0.0102 Eh/bohr
Highest occupied orbital energy = -9.94 eV
SMILES string = C=CCCCCO.O.O.O.O.O.O
Frontier orbital gap = 10.46 eV
Energy = -769.697201 a.u.

Charges per atom according to Mulliken partitioning, unit e: -0.85 -0.22 -0.57 -1.06 0.93 -0.71 -0.61 0.21 0.29 0.48 0.39 0.28 0.41 0.37 -0.41 0.11 0.42 0.25 0.31 -0.73 0.40 0.30 -0.78 0.36 0.42 -0.65 0.23 0.44 -0.74 0.30 0.45 -0.70 0.33 0.38 -0.79 0.36 0.40

A cluster of 2 separate species, C3H11N2 in total at a distorted geometry. Source: the Open Molecules 2025 dataset; level of theory: ωB97M-V with the def2-TZVPD basis set.

Structure (ORCA input):
```
! wB97M-V def2-TZVPD RIJCOSX def2/J DEFGRID3
* xyz 1 1
C 2.017 -1.334 -0.807
N 0.564 -1.089 -0.908
H 2.268 -2.385 -0.949
H 2.550 -0.823 -1.609
H 2.369 -0.959 0.149
H -0.001 0.356 -0.154
H 0.051 -1.879 -0.519
H 0.240 -1.122 -1.873
C -1.713 0.467 1.729
C -1.668 1.341 0.732
N -0.431 1.334 -0.077
H -0.858 -0.101 2.076
H -2.578 0.410 2.376
H -2.488 1.966 0.423
H 0.227 1.984 0.365
H -0.549 1.835 -0.955
*
```

Properties
Relative energy (zero: lowest compared OMol25 entry of this formula, charge and spin) = 29.5 kcal per mole
LUMO energy = -0.118 Eh
Largest force on an atom = 0.0449 Eh/bohr
Highest occupied orbital energy = -14.56 eV
Frontier orbital gap = 11.34 eV
Energy = -230.135341 a.u.

Charges per atom according to Mulliken partitioning, unit e: -0.79 -0.70 0.34 0.30 0.27 0.31 0.27 0.28 -0.71 0.00 -0.21 0.26 0.28 0.34 0.41 0.37

A cluster of 5 separate species, C12H25BINO6 in total. Source: the Open Molecules 2025 dataset; level of theory: ωB97M-V with the def2-TZVPD basis set.

Structure (ORCA input):
```
! wB97M-V def2-TZVPD RIJCOSX def2/J DEFGRID3
* xyz 0 1
C -1.761 2.019 -4.588
C -1.575 1.718 -3.118
C -2.800 1.285 -2.356
O -0.493 1.824 -2.591
H -0.813 2.320 -5.027
H -2.143 1.137 -5.104
H -2.495 2.817 -4.715
H -3.216 0.376 -2.790
H -3.562 2.066 -2.416
H -2.547 1.092 -1.319
C -5.137 -1.715 0.967
C -3.685 -1.748 0.551
C -2.742 -2.480 1.469
O -3.308 -1.216 -0.468
H -5.721 -1.165 0.233
H -5.523 -2.732 1.058
H -5.234 -1.240 1.945
H -3.043 -3.521 1.575
H -2.764 -2.034 2.465
H -1.731 -2.431 1.072
C -0.237 -6.208 1.472
C -1.607 -6.299 2.099
C -2.387 -7.564 1.833
O -2.056 -5.404 2.776
H 0.225 -5.259 1.732
H 0.390 -7.029 1.822
H -0.316 -6.294 0.387
H -1.831 -8.430 2.196
H -2.534 -7.695 0.760
H -3.352 -7.515 2.332
C 4.861 4.357 0.897
C 4.359 5.093 2.118
C 4.752 4.514 3.458
O 3.686 6.090 2.029
H 4.512 4.870 0.005
H 5.952 4.329 0.901
H 4.491 3.330 0.897
H 5.839 4.479 3.547
H 4.382 3.492 3.546
H 4.339 5.124 4.257
O 6.290 3.795 -1.826
N 5.798 3.345 -2.750
O 4.965 4.395 -3.483
B 3.815 4.796 -2.853
I 2.320 3.374 -2.410
H 3.635 5.941 -2.584
*
```

Properties
LUMO energy = -0.023 Eh
Largest force on an atom = 0.0152 Eh/bohr
Highest occupied orbital energy = -9.27 eV
SMILES string = CC(C)=O.CC(C)=O.CC(C)=O.CC(C)=O.O=NOBI
Frontier orbital gap = 8.63 eV
Energy = -1300.905361 a.u.

Charges per atom according to Mulliken partitioning, unit e: -1.07 0.78 -1.05 -0.51 0.26 0.32 0.32 0.32 0.39 0.21 -1.13 0.78 -0.88 -0.52 0.30 0.33 0.33 0.15 0.36 0.28 -1.13 0.91 -1.16 -0.56 0.30 0.36 0.32 0.35 0.32 0.30 -0.72 0.71 -1.10 -0.55 0.00 0.33 0.37 0.31 0.31 0.31 -0.16 0.30 -0.26 0.20 0.03 -0.07

Question: Which value of highest occupied orbital energy does entry 1 give?
Answer: -9.94 eV

Question: Which formula does entry 1 have?
Answer: C6H24O7